No. 1
Computed, not measured: a molecular structure, C13H19Br34NO6P2Si in a non-equilibrium geometry, with ωB97M-V with the def2-TZVPD basis set.

Last column: Löwdin charge in e.
Geometry (Å):
N (3.72667, 0.36081, -1.99988)  -0.180
P (2.81797, 1.01577, -3.04518)  0.335
O (2.55897, -0.04375, -4.20579)  -0.191
O (3.54129, 2.33870, -3.64166)  -0.196
Si (0.94694, 1.47746, -1.88891)  0.609
C (-0.03094, -0.14627, -1.83666)  -0.332
C (-0.52062, -0.56914, -3.16704)  -0.939
O (-0.46735, 0.07789, -4.16959)  -0.322
Br (-1.34831, -2.33109, -3.20585)  0.688
P (-0.27272, 3.23918, -2.60770)  0.239
O (-0.60291, 3.94659, -1.37024)  -0.425
O (-1.62660, 2.86548, -3.35598)  -0.170
O (0.57886, 4.17332, -3.60914)  -0.390
H (4.58605, 0.88212, -1.87066)  -0.137
H (1.96921, 0.28496, -4.90485)  0.008
H (3.19534, 2.56859, -4.51408)  0.069
H (1.35880, 1.81423, -0.52697)  -0.018
H (0.63505, -0.92526, -1.46843)  0.090
H (-0.87218, -0.07669, -1.15858)  0.024
H (-1.87723, 1.96857, -3.10137)  0.031
H (1.51523, 3.93625, -3.57129)  0.057
C (-1.75490, 7.72270, -3.66293)  -1.591
Br (-0.93230, 5.98312, -3.47193)  0.838
Br (-3.63245, 7.61868, -4.10876)  0.555
Br (-1.46260, 8.81973, -2.10793)  0.567
H (-1.26706, 8.21371, -4.49049)  -0.036
C (-1.66242, -4.94132, -0.14330)  -1.624
Br (-2.28452, -5.59582, -1.84248)  0.567
Br (0.17187, -4.37638, -0.22583)  0.549
Br (-2.79464, -3.54982, 0.54483)  0.548
H (-1.71363, -5.76640, 0.55138)  -0.043
C (-2.07028, 0.60325, 1.98893)  -1.603
Br (-2.11954, 1.46436, 3.70095)  0.600
Br (-3.74291, -0.23711, 1.56313)  0.571
Br (-1.51409, 1.81698, 0.60541)  0.709
H (-1.32987, -0.18286, 2.04371)  -0.029
C (1.77994, -4.47847, 3.83804)  -1.621
Br (1.62419, -2.68299, 3.16453)  0.518
Br (0.08771, -5.11216, 4.47586)  0.536
Br (2.56735, -5.66976, 2.55353)  0.572
H (2.44628, -4.44532, 4.68671)  -0.082
C (6.72037, 3.70644, -0.88665)  -1.637
Br (6.78243, 1.89843, -1.53295)  0.644
Br (6.70912, 4.97266, -2.33218)  0.574
Br (5.23677, 3.97438, 0.30307)  0.580
H (7.62315, 3.87510, -0.32021)  -0.032
C (-4.60711, 0.09388, -5.77337)  -1.600
Br (-2.95875, -0.24337, -4.83382)  0.700
Br (-4.38655, -0.15996, -7.66315)  0.591
Br (-6.06055, -0.95791, -5.07404)  0.581
H (-4.86362, 1.13081, -5.61744)  -0.027
C (-1.91084, -0.68736, 6.98600)  -1.650
Br (-1.02885, -1.96266, 5.85516)  0.535
Br (-3.35121, -1.48234, 7.97547)  0.592
Br (-0.64653, 0.19047, 8.14273)  0.559
H (-2.34103, 0.06900, 6.34764)  -0.094
C (3.24072, -1.01634, 6.69379)  -1.637
Br (2.59273, 0.13798, 5.30309)  0.544
Br (4.20113, -2.53348, 6.00004)  0.604
Br (4.30519, -0.05056, 7.96645)  0.585
H (2.37731, -1.39491, 7.22125)  -0.045
C (-4.21159, 4.32846, 6.26525)  -1.656
Br (-2.77160, 3.37192, 7.11201)  0.552
Br (-5.21648, 5.35908, 7.53611)  0.582
Br (-3.57933, 5.40606, 4.80799)  0.578
H (-4.88155, 3.59115, 5.84997)  -0.030
C (-1.10348, -9.36803, 4.37687)  -1.644
Br (0.38708, -10.26691, 5.18616)  0.584
Br (-2.07262, -8.30460, 5.65310)  0.567
Br (-0.55646, -8.32003, 2.86371)  0.538
H (-1.77870, -10.12786, 4.01529)  -0.032
C (1.69764, -1.45582, -7.71683)  -1.623
Br (1.58149, -3.18689, -8.54462)  0.591
Br (1.66992, -0.03995, -9.01809)  0.581
Br (0.34078, -1.19985, -6.37535)  0.724
H (2.65342, -1.40884, -7.21598)  -0.030

2S+1 = 1
HOMO-LUMO gap = 8.815 eV
Highest occupied orbital energy = -0.336 Ha

No. 2
Computed, not measured: C3H9N3S in the gas phase in a non-equilibrium geometry, with ωB97M-V with the def2-TZVPD basis set.

Last column: Löwdin charge in e.
Geometry (Å):
C (-0.34272, -2.01953, 0.43968)  -0.096
C (-0.13806, -0.55083, 0.21588)  -0.669
N (0.17229, -0.17373, 1.36156)  -0.320
S (0.80213, 1.42606, 1.31350)  0.684
N (-0.01590, -0.10433, -1.05967)  -0.175
C (-0.49050, -1.11364, -2.09969)  -0.107
N (-0.71361, 1.16644, -1.30975)  0.052
H (0.76647, -2.59631, 0.39645)  0.147
H (-0.83736, -2.13625, 1.52892)  0.118
H (-1.13582, -2.38847, -0.44868)  0.067
H (1.64196, 1.33783, 2.40203)  -0.141
H (-1.40956, -1.75420, -1.54795)  0.077
H (0.33162, -2.00560, -2.38466)  0.128
H (-0.84269, -0.49691, -3.12642)  0.129
H (-1.54313, 1.23727, -0.74716)  0.087
H (-0.07742, 1.87097, -1.36869)  0.019

2S+1 = 1
Energy above the lowest of the compared OMol25 structures with the same formula, charge and spin = 123.4 kcal/mol
SMILES string = C/C(=N/S)N(C)N
HOMO-LUMO gap = 8.991 eV
Highest occupied orbital energy = -0.304 Ha

No. 3
Computed, not measured: a molecular structure, C6H4Cl4F18N2O8PS4V in a non-equilibrium geometry, with ωB97M-V with the def2-TZVPD basis set.

Last column: Löwdin spin population.
Geometry (Å):
V (0.26645, -0.13231, 0.06716)  2.815
P (-0.56848, 1.48988, -3.07857)  0.001
F (-1.60105, 0.37023, -3.56881)  0.000
F (0.07529, 0.35649, -2.00199)  0.026
F (0.50133, 1.01195, -4.14575)  0.000
F (0.45772, 2.56199, -2.46128)  0.000
F (-1.14336, 2.58216, -4.10501)  0.000
F (-1.65081, 1.93876, -1.95555)  0.001
C (3.90561, -2.11703, 0.06117)  0.002
F (3.97982, -2.22180, -1.23706)  0.000
F (4.66958, -3.05393, 0.63884)  0.001
F (4.33411, -0.93029, 0.45876)  0.000
S (2.15976, -2.35607, 0.75591)  0.007
O (2.05699, -3.64883, 1.27946)  0.003
O (1.95587, -1.25460, 1.67236)  0.011
N (1.07271, -1.97936, -0.47692)  0.029
S (0.88310, -3.36256, -1.32446)  0.005
O (2.09449, -4.06937, -1.60890)  0.000
O (-0.18019, -4.12761, -0.75992)  0.003
C (0.32181, -2.80949, -2.98908)  0.001
F (1.24174, -2.00469, -3.52561)  0.000
F (0.15536, -3.87590, -3.75098)  0.000
F (-0.82309, -2.14980, -2.88781)  0.000
C (2.56169, 2.09591, 2.37602)  0.001
F (1.56792, 2.05553, 3.25019)  0.000
F (3.32395, 3.14560, 2.61746)  0.000
F (3.26155, 0.97444, 2.48786)  0.000
S (1.88408, 2.23350, 0.61592)  0.005
O (2.31750, 3.44392, 0.03182)  0.001
O (2.27369, 1.02582, -0.10759)  0.007
N (0.23640, 1.90052, 0.80828)  0.026
S (-0.44267, 3.36972, 1.03690)  0.004
O (0.25433, 4.18289, 1.98084)  0.000
O (-0.82563, 3.96793, -0.17192)  0.003
C (-2.00235, 2.88671, 1.87053)  0.001
F (-2.75221, 2.12571, 1.06574)  0.001
F (-1.73898, 2.16683, 2.97702)  0.000
F (-2.67827, 3.96918, 2.19134)  0.000
C (-4.00154, -0.70948, -1.10993)  0.002
Cl (-4.45822, -2.35240, -1.54603)  0.002
Cl (-2.36290, -0.61856, -0.46220)  0.019
H (-4.03441, -0.06684, -1.98052)  0.000
H (-4.68230, -0.37220, -0.33921)  0.000
C (-2.36721, -1.16341, 3.61148)  0.005
Cl (-3.85624, -0.82228, 2.71570)  0.000
Cl (-0.91086, -1.08761, 2.61410)  0.017
H (-2.29182, -0.41048, 4.38422)  0.000
H (-2.44024, -2.15880, 4.02603)  0.000

2S+1 = 4
Energy above the lowest of the compared OMol25 structures with the same formula, charge and spin = 0.0 kcal/mol
Net charge = -1
HOMO-LUMO gap (spin up / spin down) = 8.976 / 10.409 eV
Highest occupied orbital energy (spin up / spin down) = -0.257 / -0.309 Ha

No. 4
Computed, not measured: 5 unconnected molecules or ions with the total composition C23H37Cl8FNO4S in a non-equilibrium geometry, with ωB97M-V with the def2-TZVPD basis set.

Last column: Löwdin charge in e.
Geometry (Å):
C (-2.01862, -0.90670, 4.67502)  0.067
C (-2.50717, -0.23381, 3.43104)  -0.101
C (-1.57946, 0.29123, 2.18574)  -0.006
C (-2.17439, 1.54163, 1.25574)  0.090
N (-1.40716, 2.12209, 0.08407)  0.067
C (-0.01963, 1.62264, -0.31240)  -0.129
S (0.93272, 2.36736, -1.75488)  0.905
O (0.01985, 3.44875, -2.45368)  -0.347
O (2.24975, 3.07903, -1.35891)  -0.290
F (1.17847, 1.14575, -2.97286)  -0.233
C (0.70996, 0.40996, 0.52594)  0.008
C (2.24208, -0.17089, 0.19038)  -0.120
C (3.25538, 0.78716, 1.11408)  -0.178
C (4.68653, 0.06954, 1.46621)  -0.207
C (4.91686, 0.13204, 3.12070)  -0.206
C (6.47237, -0.26311, 3.55394)  -0.227
C (7.32381, 1.02678, 4.14510)  -0.253
C (7.07538, 1.17047, 5.78853)  -0.142
C (-0.09388, -0.27379, 1.78050)  0.052
C (0.60750, -1.50884, 2.60369)  -0.249
O (1.28846, -1.36088, 3.75618)  0.013
O (0.50274, -2.86773, 1.97512)  0.013
H (-1.35099, -0.40272, 5.50204)  0.110
H (-2.36743, -2.01856, 4.87566)  0.111
H (-3.67556, -0.02840, 3.37919)  0.126
H (-3.23214, 1.97517, 1.55381)  0.115
H (-1.86115, 2.91413, -0.46249)  0.133
H (2.35774, -1.31288, 0.42125)  0.109
H (2.49979, 0.04467, -0.94367)  0.120
H (3.47214, 1.82829, 0.61801)  0.113
H (2.64295, 1.00502, 2.10586)  0.116
H (4.79823, -1.03223, 1.08702)  0.035
H (5.53649, 0.78117, 1.02333)  0.133
H (4.19786, -0.61448, 3.69201)  0.108
H (4.73785, 1.22781, 3.55249)  0.118
H (6.46502, -1.07506, 4.42366)  0.106
H (7.00963, -0.75754, 2.63724)  0.103
H (8.48332, 0.93284, 3.93027)  0.108
H (6.91445, 1.98691, 3.61508)  0.096
H (6.35104, 2.09342, 5.98929)  0.077
H (6.55451, 0.20612, 6.20744)  0.070
H (8.08755, 1.41056, 6.33070)  0.074
H (0.01125, -2.73591, 1.09169)  0.135
Cl (-2.62487, -0.93037, -2.52250)  0.535
C (-3.12322, 0.13176, -3.86297)  -0.721
C (-2.86693, 1.59911, -3.55822)  -0.647
Cl (-3.93704, 2.21723, -2.27592)  0.576
H (-4.18077, -0.05788, -4.07133)  0.002
H (-2.54375, -0.17273, -4.73961)  0.073
H (-3.06009, 2.20303, -4.45011)  0.057
H (-1.83103, 1.77167, -3.24913)  0.036
Cl (-4.85662, 0.85014, -6.20316)  0.641
C (-6.44071, 0.92543, -7.01453)  -0.626
C (-7.31426, -0.27323, -6.68020)  -0.662
Cl (-6.68815, -1.78153, -7.39051)  0.550
H (-6.26681, 1.00948, -8.09179)  0.076
H (-6.92605, 1.84545, -6.67539)  0.077
H (-8.31943, -0.12532, -7.08676)  0.077
H (-7.40332, -0.41803, -5.59877)  0.067
Cl (-5.60943, 0.86530, 0.63200)  0.526
C (-6.78073, 0.56241, -0.67553)  -0.657
C (-8.15388, 1.13366, -0.35962)  -0.660
Cl (-8.95762, 0.25945, 0.96752)  0.550
H (-6.82365, -0.51724, -0.84961)  0.078
H (-6.37884, 1.03656, -1.57591)  0.030
H (-8.80350, 1.04550, -1.23583)  0.077
H (-8.09677, 2.19165, -0.08436)  0.073
Cl (5.45203, -2.25515, -0.90606)  0.584
C (5.07727, -3.89668, -0.32443)  -0.637
C (4.21201, -4.66997, -1.30678)  -0.651
Cl (2.56175, -4.00933, -1.41517)  0.531
H (4.59548, -3.80842, 0.65428)  0.072
H (6.03396, -4.40958, -0.18775)  0.079
H (4.11586, -5.70953, -0.97877)  0.078
H (4.64502, -4.66983, -2.31221)  0.075

2S+1 = 1
Net charge = +1
HOMO-LUMO gap = 6.040 eV
Highest occupied orbital energy = -0.436 Ha

No. 5
Computed, not measured: a molecular structure, C16H34O in a non-equilibrium geometry, with ωB97M-V with the def2-TZVPD basis set.

Last column: Löwdin charge in e.
Geometry (Å):
C (6.37141, 0.30251, 2.19735)  -0.075
H (5.45249, -0.30538, 2.42976)  0.053
C (5.99552, 1.12261, 0.78003)  -0.270
C (5.97607, 0.19210, -0.28769)  -0.298
C (4.69480, -0.48297, -0.19004)  -0.277
C (3.74205, -0.14955, -1.22598)  -0.272
C (3.19923, 1.10904, -0.80738)  -0.286
C (2.32444, 1.40829, 0.32232)  -0.134
C (1.15955, 0.43622, 0.38871)  -0.207
C (0.00994, 0.63903, -0.58785)  -0.232
C (-1.13271, -0.26854, -0.62458)  -0.224
C (-2.15968, 0.15019, -1.59899)  -0.141
C (-3.51821, -0.72260, -1.21928)  -0.271
C (-4.33304, -0.65255, -0.21341)  -0.415
C (-5.59545, -1.30971, -0.13239)  -0.298
C (-6.35097, -1.37137, 1.18326)  -0.101
C (-7.21265, 0.04338, 1.33151)  -0.161
O (-8.03968, 0.15403, 0.15871)  -0.127
H (-8.79378, -0.48562, -0.01567)  0.117
H (-7.66561, 0.05926, 2.09360)  -0.023
H (-6.44252, 1.00652, 1.06332)  0.181
H (-5.65908, -1.47506, 1.94332)  0.069
H (-7.15440, -2.13407, 1.09242)  0.118
H (-6.12604, -1.33855, -1.02425)  0.103
H (-5.34058, -2.27506, -0.43099)  0.093
H (-4.65496, 0.45664, -0.10671)  0.151
H (-3.74628, -0.82678, 0.94046)  0.204
H (-4.15212, -0.68023, -2.42621)  0.199
H (-3.07435, -1.99824, -1.35420)  0.191
H (-1.83617, -0.15277, -2.43131)  0.031
H (-2.58661, 1.13034, -1.53306)  0.118
H (-0.89782, -1.15594, -0.46136)  0.036
H (-1.63403, -0.06097, 0.52521)  0.178
H (0.47352, 0.47313, -1.50275)  0.088
H (-0.19632, 1.69047, -0.51957)  0.126
H (0.62480, 0.37505, 1.21792)  0.067
H (1.41027, -0.52598, 0.30062)  0.075
H (3.00606, 0.78754, 1.20145)  0.184
H (1.97749, 2.29069, 0.46746)  0.057
H (2.56862, 1.46943, -1.88278)  0.191
H (3.83953, 1.82526, -0.79797)  0.035
H (4.29780, -0.26984, -2.35280)  0.195
H (2.97363, -0.85826, -1.34818)  0.090
H (4.35726, -0.71793, 0.79742)  0.090
H (5.06982, -1.60300, -0.72347)  0.180
H (5.95323, 0.74857, -1.18034)  0.109
H (6.80981, -0.54724, -0.17584)  0.132
H (6.85278, 1.77687, 0.83710)  0.092
H (5.21333, 1.80745, 0.86227)  0.078
H (7.47469, -0.22715, 2.06911)  0.124
H (6.47492, 1.14073, 2.95169)  0.060

2S+1 = 1
Energy above the lowest of the compared OMol25 structures with the same formula, charge and spin = 349.6 kcal/mol
HOMO-LUMO gap = 10.226 eV
Highest occupied orbital energy = -0.342 Ha

No. 6
Computed, not measured: a molecular structure, C30H26BF4IN2O2ReS5Si, with ωB97M-V with the def2-TZVPD basis set.

Last column: Löwdin spin population.
Geometry (Å):
Re (0.23914, -0.10823, -1.21781)  2.438
C (0.04798, -4.54554, -2.46312)  0.002
C (-1.16335, -3.99948, -1.77653)  0.007
N (-2.26746, -4.71323, -1.75057)  0.004
C (-3.36606, -4.20465, -1.17425)  0.016
C (-3.40815, -2.98871, -0.53475)  0.006
C (-4.71001, -2.49168, 0.04524)  0.000
O (-4.99947, -1.15025, -0.29938)  0.000
C (-2.22472, -2.21521, -0.50980)  0.018
C (-2.23100, -0.97410, 0.23009)  0.042
N (-1.27455, -0.10297, 0.28325)  0.014
C (-1.45052, 0.99886, 1.16812)  0.006
C (-1.97803, 0.80975, 2.44215)  0.001
C (-2.15874, 1.88618, 3.29433)  0.001
C (-1.80628, 3.16474, 2.88897)  0.001
C (-1.24175, 3.35942, 1.63746)  0.002
C (-1.05456, 2.27666, 0.79778)  0.013
I (-0.09376, 2.59068, -1.03489)  0.040
C (-1.10753, -2.70718, -1.19626)  0.011
O (0.02305, -2.03259, -1.35743)  0.147
H (-0.19033, -5.51700, -2.88674)  0.000
H (0.87878, -4.64472, -1.76182)  0.000
H (0.38026, -3.86900, -3.25199)  0.001
H (-4.25804, -4.81798, -1.23501)  0.001
H (-4.68885, -2.51262, 1.13863)  0.000
H (-5.50599, -3.17250, -0.27142)  0.000
H (-4.84343, -1.00223, -1.24472)  0.000
H (-3.13973, -0.75487, 0.77864)  0.001
H (-2.21184, -0.19221, 2.77839)  0.000
H (-2.56485, 1.71950, 4.28257)  0.000
H (-1.94784, 4.00865, 3.55024)  0.000
H (-0.93270, 4.34840, 1.32617)  0.000
C (0.20581, 2.18088, -5.19382)  0.003
S (1.02129, 3.36714, -4.10692)  -0.003
C (2.42960, 2.54550, -3.45661)  -0.004
C (2.65716, 1.26430, -3.11568)  0.033
S (1.53821, -0.09407, -3.19304)  0.142
S (4.27587, 0.89906, -2.56127)  0.007
C (4.89135, 2.51328, -2.54404)  0.002
S (6.37886, 2.92100, -1.99858)  0.002
S (3.76967, 3.65327, -3.21104)  0.000
H (-0.51001, 2.79111, -5.74348)  0.000
H (-0.33093, 1.40827, -4.65343)  0.002
H (0.91965, 1.74456, -5.88931)  0.000
C (3.23437, 3.92885, 2.18164)  -0.002
C (4.00826, 3.34054, 1.19287)  0.001
C (3.67481, 2.08228, 0.70954)  -0.002
C (2.55675, 1.39603, 1.18498)  0.002
C (1.80997, 1.99261, 2.20516)  -0.002
C (2.13942, 3.24597, 2.69681)  0.001
Si (2.06525, -0.28501, 0.48656)  0.021
C (1.61273, -1.35021, 1.97816)  -0.004
C (0.58875, -2.29548, 2.00573)  -0.001
C (0.31797, -3.03744, 3.14781)  0.000
C (1.07582, -2.84786, 4.29286)  -0.001
C (2.10929, -1.92083, 4.28540)  0.000
C (2.37076, -1.18171, 3.14202)  -0.002
H (3.49408, 4.90731, 2.56529)  0.000
H (4.87678, 3.85249, 0.79764)  0.000
H (4.30318, 1.63277, -0.04948)  0.000
H (0.96509, 1.46605, 2.63678)  0.000
H (1.54657, 3.68825, 3.48833)  0.000
H (3.28622, -0.85323, -0.13696)  0.005
H (0.00085, -2.48209, 1.11713)  0.000
H (-0.48013, -3.76967, 3.13790)  0.000
H (0.86811, -3.42368, 5.18560)  0.000
H (2.71134, -1.77189, 5.17270)  0.000
H (3.17422, -0.45367, 3.15988)  0.000
F (-3.94005, -0.38701, -2.87208)  0.000
B (-2.91588, 0.53800, -2.74001)  0.001
F (-3.07132, 1.31404, -1.59412)  0.000
F (-2.70752, 1.30085, -3.86129)  0.000
F (-1.67187, -0.26645, -2.52518)  0.027

2S+1 = 4
Energy above the lowest of the compared OMol25 structures with the same formula, charge and spin = 0.0 kcal/mol
HOMO-LUMO gap (spin up / spin down) = 6.873 / 6.101 eV
Highest occupied orbital energy (spin up / spin down) = -0.300 / -0.299 Ha